This record from the OMol25 dataset describes a cluster of 14 separate species, C59H88N8O35 in total in a non-equilibrium geometry. The level of theory is wB97M-V/def2-TZVPD.

Its HOMO energy is -9.02 eV. The multiplicity is 1. For the gap between HOMO and LUMO, the calculation gives 0.246 Ha. Its total energy is -5371.697538 hartree.

Cartesian coordinates (Å):
C -3.99406 -0.77850 2.12979
N -5.20001 0.08119 1.90983
O -5.09635 1.30135 1.99934
O -6.16960 -0.55837 1.51457
H -3.46964 -0.82167 1.17521
H -4.26251 -1.80315 2.38696
H -3.33121 -0.33806 2.87459
C -1.60085 3.21641 -5.66712
N -1.35451 1.81086 -5.98855
O -2.15281 1.23605 -6.74327
O -0.34016 1.29813 -5.47345
H -1.18949 3.41244 -4.67694
H -2.67553 3.39628 -5.69577
H -1.12578 3.88683 -6.38332
C 3.97235 -1.74985 -2.89093
N 3.78256 -2.53202 -1.63164
O 4.83023 -2.77609 -1.06686
O 2.71638 -2.93365 -1.30549
H 4.17908 -0.69874 -2.68961
H 2.97892 -1.66782 -3.33193
H 4.58814 -2.20542 -3.66640
C 0.09116 3.35580 3.95304
C -0.49672 2.43632 5.10378
C -0.88089 3.01447 6.47341
O 0.29463 3.58573 7.04595
C 0.24723 3.81061 8.44475
N -1.63138 1.77746 4.58147
H 1.08661 3.67810 4.25851
H -0.50685 4.21416 3.64693
H 0.36751 2.84997 3.02790
H 0.19959 1.62101 5.30007
H -1.43764 2.30971 7.09101
H -1.44753 3.92783 6.29232
H 1.04703 4.48920 8.74129
H 0.36628 2.92440 9.06810
H -0.70021 4.24205 8.76773
H -1.30974 1.18162 3.83206
H -2.17935 2.38525 3.98951
C 0.42128 -1.07462 7.00103
C -0.40042 -2.17302 6.24858
C -0.97352 -1.54422 4.91339
O -1.57780 -2.54868 3.93702
C -2.70561 -3.50010 4.17489
N 0.51302 -3.31540 6.03235
H -0.09216 -0.11961 7.11256
H 1.37663 -0.76478 6.57747
H 0.74669 -1.34522 8.00551
H -1.27493 -2.47961 6.82247
H -0.20514 -1.04432 4.32365
H -1.76107 -0.82556 5.14006
H -3.37210 -3.31260 5.01676
H -2.37400 -4.53192 4.29102
H -3.47241 -3.51482 3.40037
H 1.36843 -3.04128 5.57057
H -0.05967 -3.72859 5.31027
C -2.86987 -4.78203 0.22370
C -3.97314 -5.78958 0.61362
C -5.32532 -4.96800 0.78395
O -5.68371 -4.23700 -0.44789
C -7.09423 -3.88302 -0.51351
N -3.97042 -6.69049 -0.52307
H -2.81765 -4.18076 1.13135
H -3.16408 -4.13344 -0.60146
H -1.90915 -5.28453 0.11143
H -3.69484 -6.34270 1.51068
H -5.12401 -4.28448 1.60881
H -6.08387 -5.68834 1.09026
H -7.38243 -3.05150 -1.15665
H -7.46424 -3.61817 0.47697
H -7.66494 -4.75312 -0.83801
H -3.09254 -7.12525 -0.27727
H -4.56480 -7.43323 -0.18375
C 2.86801 -1.65514 3.78924
C 2.86368 -2.86856 2.80475
C 3.13974 -4.16815 3.65882
O 4.56058 -4.15034 3.91189
C 5.03343 -5.18046 4.81902
N 1.63456 -3.07969 2.12692
H 2.73096 -2.01283 4.80973
H 2.19693 -0.83860 3.52277
H 3.87189 -1.23682 3.86235
H 3.69052 -2.73681 2.10683
H 2.86576 -4.99534 3.00401
H 2.53975 -4.22252 4.56721
H 4.96907 -5.14252 5.90646
H 6.09715 -5.03091 4.63400
H 4.84671 -6.23239 4.60296
H 1.73415 -3.92286 1.57989
H 1.43634 -2.30870 1.50531
C -1.78550 3.45333 -0.93663
C -3.00670 4.24472 -0.34498
C -4.11133 4.39997 -1.38161
O -4.38849 3.07414 -1.92338
C -5.52695 3.03551 -2.70702
N -3.52258 3.50330 0.79851
H -1.43337 4.02762 -1.79354
H -2.08826 2.43173 -1.16634
H -0.96424 3.24292 -0.25154
H -2.62318 5.21146 -0.01875
H -3.76856 5.13390 -2.11096
H -5.03702 4.68517 -0.88175
H -5.32026 2.94661 -3.77355
H -6.26598 3.83515 -2.65686
H -5.99596 2.07852 -2.47831
H -2.80812 2.99969 1.30450
H -3.94280 2.70653 0.34173
C -0.56875 -2.20843 -1.14667
C -0.66661 -1.64482 0.08855
C -0.33409 -0.16566 0.42920
O -0.34731 0.33186 1.58081
C 0.04822 0.61493 -0.71861
C 0.00308 0.13322 -1.94742
C -0.24226 -1.33650 -2.29155
O 0.02586 -1.88362 -3.38343
O 0.57025 0.87125 -2.90911
O -0.94474 -2.37959 1.22002
H -0.60526 -3.27973 -1.27865
H 0.50237 1.58496 -0.58008
H 0.45576 0.43398 -3.75603
H -0.83731 -1.93220 2.06258
C 3.39141 1.45735 1.66503
C 3.81203 2.03202 2.81438
C 4.56708 3.30660 2.91900
O 4.91376 4.00534 3.90173
C 4.91742 3.76754 1.57601
C 4.40195 3.25127 0.38640
C 3.58622 2.01443 0.29793
O 3.13840 1.47697 -0.69517
O 4.90604 3.68950 -0.75727
O 3.43768 1.48575 4.00028
H 2.88176 0.50864 1.74643
H 5.71019 4.49875 1.51910
H 4.65519 3.06512 -1.44198
H 3.57658 2.11191 4.71460
C 1.97429 7.70678 0.29978
C 2.07236 6.42697 0.07751
C 1.16806 5.29881 0.41783
O 1.20905 4.12221 0.16423
C 0.02601 5.85310 1.16472
C -0.12088 7.17352 1.46492
C 0.84633 8.28762 1.11631
O 0.64752 9.44868 1.53325
O -1.14523 7.52372 2.27581
O 3.17602 5.87267 -0.46311
H 2.86443 8.28079 0.08871
H -0.80108 5.23861 1.48833
H -1.04867 8.44750 2.51853
H 3.09305 4.91882 -0.39325
C 3.98333 4.62512 -5.66903
C 2.80104 5.06481 -5.27194
C 2.07843 4.45110 -4.14386
O 0.94544 4.80367 -3.80636
C 2.77934 3.26669 -3.61200
C 4.01459 2.86723 -4.02767
C 4.79839 3.61164 -5.10104
O 5.95689 3.32186 -5.34665
O 4.62694 1.86189 -3.37795
O 2.13957 6.14399 -5.79021
H 4.45832 5.26128 -6.40121
H 2.21406 2.65502 -2.92445
H 5.50898 1.80751 -3.75297
H 1.31515 6.28078 -5.31776
C -2.57642 -2.83706 -7.69936
C -2.79216 -2.06662 -8.80341
C -2.02314 -0.78659 -9.10103
O -2.41056 0.02368 -9.93903
C -0.71669 -0.77839 -8.36302
C -0.48842 -1.52030 -7.26521
C -1.47329 -2.52231 -6.72747
O -1.41752 -3.28208 -5.75272
O 0.72625 -1.50396 -6.59496
O -3.89955 -2.25702 -9.58510
H -3.16794 -3.73829 -7.63403
H -0.02703 0.00057 -8.65284
H 0.83787 -2.30819 -6.08275
H -3.97864 -1.52863 -10.20541
C 1.19100 -5.92559 -1.80511
C 0.83392 -5.28083 -2.93826
C 1.77644 -4.86501 -4.03215
O 1.62833 -4.10319 -5.01624
C 3.10394 -5.52766 -3.76228
C 3.42047 -6.23757 -2.74160
C 2.55855 -6.43152 -1.56037
O 2.80345 -6.78862 -0.42374
O 4.61774 -6.83422 -2.62914
O -0.44672 -4.94937 -3.21245
H 0.45015 -6.07737 -1.03407
H 3.84356 -5.46751 -4.54697
H 4.61016 -7.31971 -1.80100
H -0.48330 -4.21737 -3.83248

Cartesian forces, eV/Å:
0.73 0.15 0.20
0.08 -0.54 -0.71
-0.30 -1.46 0.10
0.18 1.12 0.45
-0.08 0.15 -0.04
-0.36 0.41 0.02
-0.21 0.08 -0.04
-0.48 0.92 0.57
0.42 -1.67 -0.54
1.45 0.95 1.49
-1.79 0.59 -1.20
-0.03 -0.08 -0.12
0.14 -0.15 -0.01
0.15 -0.39 -0.16
-2.32 0.96 -0.96
3.11 0.23 -1.30
0.12 -0.06 0.62
-2.03 -0.29 0.42
0.72 -0.30 0.43
-0.19 -0.30 -0.05
0.44 -0.21 0.83
1.25 -0.07 1.44
0.79 0.36 -0.83
1.01 2.15 -1.16
0.74 -0.77 0.96
-0.21 0.11 0.08
-2.02 -1.37 -1.22
0.00 0.72 0.31
-0.23 0.04 0.50
-0.65 -0.84 0.04
0.56 0.19 0.08
0.29 -0.18 0.01
-1.13 -0.27 -0.06
0.00 0.07 -0.34
0.10 -0.53 -0.30
-0.22 0.30 -0.19
0.32 -0.73 0.04
-0.55 0.78 0.46
-0.40 0.45 0.37
1.71 1.92 -0.55
-1.27 -1.77 0.31
-0.47 -0.34 0.53
0.50 0.91 0.74
-1.93 0.10 -0.09
-0.48 -0.05 -0.02
-0.03 -0.48 -0.91
-0.49 -0.52 0.12
0.22 -0.19 0.26
0.08 -0.27 -0.09
0.06 0.09 0.19
0.61 0.59 0.69
0.53 0.15 -0.08
0.72 0.43 -0.86
-0.14 0.45 -0.01
0.61 -1.33 -0.52
-0.69 0.18 2.14
-0.35 2.89 -1.99
1.00 -0.63 -1.18
-0.32 -0.24 1.14
0.33 -0.92 0.96
-0.50 -1.29 0.98
0.65 0.57 -0.14
0.11 -0.41 -0.11
0.01 0.13 -0.32
-0.34 0.43 0.58
-0.34 0.34 0.06
-0.47 0.16 -0.18
0.99 0.02 -0.26
0.05 0.07 0.19
-0.03 -0.16 -0.10
0.77 -0.49 -1.11
-0.86 -0.65 -0.67
0.66 -0.58 -0.39
0.98 -0.18 2.26
1.08 1.21 -1.51
-1.55 -1.34 1.52
2.04 0.44 -0.98
-0.90 0.15 0.13
-0.57 0.24 -0.02
-0.20 -0.18 0.10
0.07 0.10 -0.36
0.36 -0.19 0.02
0.16 -0.50 0.13
0.10 0.09 0.05
-1.02 1.09 0.11
0.28 -0.48 0.26
-0.67 0.11 -0.82
-0.30 0.00 -0.37
-0.02 -0.10 -0.17
-0.78 0.42 0.01
1.78 -1.38 0.27
0.22 -1.20 0.60
0.96 1.85 0.53
-0.91 -1.41 -1.10
-0.76 -0.27 -0.13
0.41 -0.46 -0.30
-0.35 0.19 -0.70
-0.08 0.86 0.33
-0.33 0.29 -0.08
-0.31 -0.12 -0.47
0.06 0.56 -0.02
0.53 0.21 -0.30
0.19 0.27 0.76
-0.47 0.09 0.13
0.67 0.49 0.28
-0.91 -0.27 0.12
-0.09 1.50 0.98
-0.05 -0.44 2.70
-0.25 0.82 0.74
-0.15 -1.98 -2.12
-0.04 0.36 1.02
1.29 -0.79 -1.70
0.59 -2.44 -0.28
-0.52 2.35 1.70
-0.45 0.05 0.12
-0.15 -0.09 -2.87
-0.27 0.02 -0.14
-0.19 0.15 0.17
-0.06 -0.24 -0.65
0.10 0.52 0.46
0.27 -0.09 -0.05
-1.25 -0.64 1.75
1.07 2.66 -0.52
-1.39 -2.88 -1.60
-0.72 -0.60 -2.17
2.26 0.60 2.02
-0.72 -0.95 2.65
0.71 0.82 -0.06
0.15 0.62 -0.55
-0.01 -0.28 -0.77
-0.28 0.04 -0.03
-0.18 0.30 -0.13
-0.25 -0.33 -0.69
0.33 0.36 0.25
-0.58 3.14 1.39
2.29 -3.95 -1.27
-4.44 2.35 2.02
1.88 -0.37 -0.66
-0.50 0.86 0.04
-0.51 -0.47 1.25
0.21 0.58 -0.15
0.74 -3.05 -1.21
0.33 -0.53 -0.72
0.53 1.51 -0.35
-0.14 0.37 -0.16
0.17 -0.41 0.04
0.12 0.61 -0.07
-0.08 -0.39 -0.26
1.10 2.32 -2.16
-2.06 1.84 0.38
-0.69 -1.99 0.43
1.51 0.00 -0.41
0.10 -0.19 -0.14
-0.94 0.55 1.07
-0.44 -1.27 1.45
-0.84 0.17 0.10
-0.22 0.15 -0.28
1.81 -0.91 -0.55
0.17 -0.14 -0.42
0.16 0.00 0.34
0.70 -0.20 -0.31
-0.37 -0.28 0.52
0.48 1.36 -1.53
-1.73 0.51 0.59
0.78 -0.69 0.17
0.53 -1.15 1.23
-0.76 0.92 0.10
1.93 -0.57 1.36
-2.06 -2.96 -1.16
1.14 2.13 -0.81
-1.35 0.89 -1.41
0.97 -0.63 0.76
-0.04 0.04 0.65
0.29 -0.14 -0.05
-0.26 -0.50 0.55
0.24 0.45 -0.28
-0.17 0.18 -1.04
-1.80 0.95 -0.89
2.67 0.17 -0.73
-0.47 -2.00 2.90
-1.11 2.28 -3.78
1.95 -2.36 3.10
-3.43 1.92 0.80
1.59 -0.71 -0.93
0.28 0.04 -0.49
0.22 -0.57 1.26
-0.03 -0.08 0.02
0.07 0.23 -0.17
0.23 -0.17 0.48
0.01 0.53 -0.67